This record from the Open Molecules 2025 dataset describes 2 unconnected molecules or ions with the total composition C2H2ClNO3 at a distorted geometry. The level of theory is ωB97M-V/def2-TZVPD.

Last column: natural (NBO) charge in e.
Cartesian coordinates (Å):
C 1.82 0.97 -1.17  0.816
C 0.61 -0.23 -1.02  -0.464
N 0.58 -0.48 0.46  0.097
O 2.90 0.60 -1.47  -0.717
O -0.17 0.30 1.13  -0.362
O 1.30 2.06 -0.99  -0.733
Cl -7.31 -2.34 5.87  -1.000
H 0.63 -1.10 -1.59  0.180
H -0.35 0.21 -1.23  0.183

HOMO (alpha / beta) (eV): -2.046 / -2.046
Kohn-Sham gap (alpha / beta) (eV): 7.7265 / 7.7257
Net charge: -2
Molar mass (u): 123.49
ΔE to the lowest compared entry with this formula, charge and spin (kcal/mol): 43.8
LUMO energy (alpha / beta) (eV): 5.7 / 5.7
E (a.u.): -818.06974



This record from the Open Molecules 2025 dataset describes a gas-phase ion, C2H2ClO2S (charge -1) at a distorted geometry. The level of theory is ωB97M-V/def2-TZVPD.

Last column: natural (NBO) charge in e.
Cartesian coordinates (Å):
C 1.38 0.29 0.06  -0.754
C 0.04 0.46 0.11  -0.303
O -1.39 -1.79 1.06  -0.889
O -1.80 -1.11 -1.23  -0.896
S -1.62 -0.64 0.13  1.690
Cl -0.58 2.29 0.13  -0.239
H 2.05 1.14 -0.29  0.187
H 1.91 -0.64 0.04  0.203

2S+1: 3
HOMO (alpha / beta) (eV): -0.536 / -4.570
Kohn-Sham gap (alpha / beta) (eV): 4.2416 / 6.3606
Net charge: -1
Molar mass (u): 125.56
ΔE to the lowest compared entry with this formula, charge and spin (kcal/mol): 54.0
LUMO energy (alpha / beta) (eV): 3.7 / 1.8
E (a.u.): -1086.14222



This record from the Open Molecules 2025 dataset describes a gas-phase ion, C2H2ClO3 (charge -1) at a distorted geometry. The level of theory is ωB97M-V/def2-TZVPD.

Last column: natural (NBO) charge in e.
Cartesian coordinates (Å):
O 0.03 1.12 1.24  -0.738
C 0.55 0.85 0.16  0.733
O 1.37 1.52 -0.45  -0.727
C -0.14 -0.42 -0.56  -0.004
O -1.27 -0.92 0.50  -0.804
Cl 1.06 -1.83 -0.55  -0.129
H -0.67 -0.19 -1.42  0.182
H -0.92 -0.13 1.08  0.487

HOMO (eV): -4.936
Kohn-Sham gap (eV): 8.7285
Structure (SMILES): O=C([O-])[C@H](O)Cl
Net charge: -1
Molar mass (u): 109.49
ΔE to the lowest compared entry with this formula, charge and spin (kcal/mol): 25.7
LUMO energy (eV): 3.8
E (a.u.): -763.37113



This record from the Open Molecules 2025 dataset describes C2H2ClP in the gas phase at a distorted geometry. The level of theory is ωB97M-V/def2-TZVPD.

Last column: natural (NBO) charge in e.
Cartesian coordinates (Å):
Cl 0.09 -0.18 2.00  -0.099
C 0.18 -0.37 0.23  -0.558
C -0.25 0.71 -0.61  -0.496
P -1.44 -0.57 -0.56  0.665
H 1.22 -1.10 0.20  0.231
H 0.21 1.50 -1.26  0.257

HOMO (eV): -9.348
Kohn-Sham gap (eV): 8.5572
Structure (SMILES): Cl[C@@H]1C=P1
Molar mass (u): 92.46
ΔE to the lowest compared entry with this formula, charge and spin (kcal/mol): 43.2
LUMO energy (eV): -0.8
E (a.u.): -878.84004



This record from the Open Molecules 2025 dataset describes a molecular structure, C2H2CoLiO2 at a distorted geometry. The level of theory is ωB97M-V/def2-TZVPD.

Last column: natural (NBO) charge in e.
Cartesian coordinates (Å):
C 0.64 1.47 -0.33  -0.075
C -0.34 1.29 0.72  0.031
O -0.35 0.13 1.36  -0.806
O 1.46 0.45 -0.61  -0.858
H -1.32 1.76 0.50  0.234
Co 0.87 1.16 -2.25  1.267
Li 0.90 -0.97 0.60  0.964
H 0.32 2.51 0.66  0.244

2S+1: 4
HOMO (alpha / beta) (eV): -13.445 / -13.388
Kohn-Sham gap (alpha / beta) (eV): 7.3329 / 7.0745
Net charge: +1
Molar mass (u): 123.91
ΔE to the lowest compared entry with this formula, charge and spin (kcal/mol): 70.7
LUMO energy (alpha / beta) (eV): -6.1 / -6.3
E (a.u.): -1617.77884



This record from the Open Molecules 2025 dataset describes a molecular structure, C2H2DyFO at a distorted geometry. The level of theory is ωB97M-V/def2-TZVPD.

Last column: Löwdin spin population.
Cartesian coordinates (Å):
C 0.56 1.37 -0.70  0.402
C -0.39 0.66 -1.35  0.119
O -1.21 0.14 -0.43  0.252
H 0.92 2.39 -0.79  0.013
F 1.19 0.64 0.34  -0.001
H -0.84 1.10 -2.25  0.002
Dy -0.10 -1.32 0.83  4.214

2S+1: 6
HOMO (alpha / beta) (eV): -20.271 / -18.729
Kohn-Sham gap (alpha / beta) (eV): 9.6796 / 6.5567
Net charge: +2
Molar mass (u): 223.53
ΔE to the lowest compared entry with this formula, charge and spin (kcal/mol): 0.0
LUMO energy (alpha / beta) (eV): -10.6 / -12.2
E (a.u.): -1136.76960



This record from the Open Molecules 2025 dataset describes 2 unconnected molecules or ions with the total composition C2H2F2INO at a distorted geometry. The level of theory is ωB97M-V/def2-TZVPD.

Last column: natural (NBO) charge in e.
Cartesian coordinates (Å):
C -2.17 0.57 -0.16  0.849
C 1.33 -0.43 0.27  0.521
N -2.84 -0.42 -0.22  -0.758
O -1.60 1.55 -0.46  -0.510
F 1.68 -1.24 1.34  -0.386
F 1.08 -1.27 -0.66  -0.326
I 3.51 0.72 -0.33  0.066
H 2.24 1.52 -0.26  0.127
H -3.23 -1.00 0.47  0.418

HOMO (eV): -9.189
Kohn-Sham gap (eV): 9.2844
Molar mass (u): 220.94
ΔE to the lowest compared entry with this formula, charge and spin (kcal/mol): 77.7
LUMO energy (eV): 0.1
E (a.u.): -704.71098



This record from the Open Molecules 2025 dataset describes a molecular structure, C2H2F2LiOV at a distorted geometry. The level of theory is ωB97M-V/def2-TZVPD.

Last column: natural (NBO) charge in e.
Cartesian coordinates (Å):
F 2.37 -0.46 -0.34  -0.753
O -0.23 -0.86 -0.26  -0.780
V 0.95 0.56 0.24  1.640
Li 1.55 -1.98 -0.84  0.983
C -1.43 -1.22 -0.35  0.295
C -2.48 -0.28 -0.32  0.380
H -1.78 -2.24 -0.09  0.229
F -2.09 0.93 -0.64  -0.249
H -3.52 -0.46 -0.04  0.256

2S+1: 5
HOMO (alpha / beta) (eV): -19.008 / -21.856
Kohn-Sham gap (alpha / beta) (eV): 9.3277 / 10.1103
Net charge: +2
Molar mass (u): 137.92
LUMO energy (alpha / beta) (eV): -9.7 / -11.7
E (a.u.): -1303.23603



This record from the Open Molecules 2025 dataset describes 2 unconnected molecules or ions with the total composition C2H2F2N2S at a distorted geometry. The level of theory is ωB97M-V/def2-TZVPD.

Last column: natural (NBO) charge in e.
Cartesian coordinates (Å):
F -1.48 0.58 0.29  -0.235
N -0.84 -0.46 0.98  0.187
N -1.19 -1.46 0.32  -0.373
S -2.25 -1.60 -0.89  0.011
H -0.69 -2.21 0.75  0.412
C 1.82 0.70 -0.54  -0.442
C 1.37 1.75 -0.21  0.437
F 0.76 2.79 0.14  -0.246
H 2.51 -0.09 -0.84  0.249

HOMO (alpha / beta) (eV): -9.332 / -9.333
Kohn-Sham gap (alpha / beta) (eV): 8.7852 / 8.7869
Structure (SMILES): F/N=[NH+]\[S-].C#CF
Molar mass (u): 124.11
ΔE to the lowest compared entry with this formula, charge and spin (kcal/mol): 57.7
LUMO energy (alpha / beta) (eV): -0.5 / -0.5
E (a.u.): -784.59455



This record from the Open Molecules 2025 dataset describes C2H2F2O3 in the gas phase at a distorted geometry. The level of theory is ωB97M-V/def2-TZVPD.

Last column: natural (NBO) charge in e.
Cartesian coordinates (Å):
O -1.61 -1.20 0.37  -0.666
C -0.75 -0.17 0.07  0.718
F -1.14 1.06 0.53  -0.341
O 0.16 -0.08 -1.00  -0.532
C 1.05 -0.05 0.05  0.794
O 1.48 1.15 0.43  -0.668
F 1.93 -1.02 0.15  -0.292
H -2.15 -1.44 -0.42  0.489
H 1.04 1.75 -0.19  0.498

HOMO (eV): -8.846
Kohn-Sham gap (eV): 9.3019
Structure (SMILES): O[C@]1(F)O[C@]1(O)F
Molar mass (u): 112.03
ΔE to the lowest compared entry with this formula, charge and spin (kcal/mol): 78.9
LUMO energy (eV): 0.5
E (a.u.): -502.76561



This record from the Open Molecules 2025 dataset describes C2H2F2S in the gas phase at a distorted geometry. The level of theory is ωB97M-V/def2-TZVPD.

Last column: natural (NBO) charge in e.
Cartesian coordinates (Å):
C 0.85 0.23 -1.13  -0.082
C -0.99 -0.17 1.01  -0.061
F 1.74 1.13 -1.64  -0.338
F -0.44 -1.36 1.27  -0.318
S -0.41 0.93 -0.16  0.425
H 1.33 -0.74 -0.74  0.182
H -2.08 -0.02 1.38  0.192

HOMO (alpha / beta) (eV): -8.297 / -7.983
Kohn-Sham gap (alpha / beta) (eV): 8.4366 / 7.9412
Molar mass (u): 96.10
ΔE to the lowest compared entry with this formula, charge and spin (kcal/mol): 70.5
LUMO energy (alpha / beta) (eV): 0.1 / 0.0
E (a.u.): -675.18537



This record from the Open Molecules 2025 dataset describes 2 unconnected molecules or ions with the total composition C2H2F3N2 at a distorted geometry. The level of theory is ωB97M-V/def2-TZVPD.

Last column: natural (NBO) charge in e.
Cartesian coordinates (Å):
C 0.97 -0.83 -0.02  0.010
C 1.97 0.10 0.22  0.701
N -2.89 0.73 -0.22  -0.023
N -2.14 0.54 -0.96  0.478
F 3.23 0.00 -0.10  -0.261
F -0.31 -0.55 0.26  -0.361
F 1.72 1.21 0.88  -0.290
H 1.00 -1.84 -0.60  0.221
H -3.56 0.65 0.52  0.525

HOMO (eV): -13.104
Kohn-Sham gap (eV): 6.0134
Net charge: +1
Molar mass (u): 111.05
ΔE to the lowest compared entry with this formula, charge and spin (kcal/mol): 38.1
LUMO energy (eV): -7.1
E (a.u.): -486.09898